(1)
The following is a quantum chemistry calculation of a molecular structure, C33H51AlBrCsF2LiN4O15S4 in a non-equilibrium geometry, from the OMol25 dataset.

## Properties
Multiplicity = 1
Charge = -1
Highest occupied orbital energy = -4.485 eV

Positions of all 113 atoms, in Å:
1 C 4.86627 -4.53613 1.04473
2 C 3.84571 -3.32538 0.73033
3 O 2.65743 -3.33802 1.21185
4 O 4.19053 -2.22839 -0.12317
5 C 3.36093 -2.23531 -1.33225
6 C 3.57519 -0.87784 -2.16049
7 C 2.73180 0.35907 -1.57684
8 C 1.92920 -0.06427 -0.24375
9 C 2.64924 -0.03600 1.16077
10 C 1.87150 -0.50691 2.44028
11 C 0.39425 -0.97619 2.23978
12 C -0.32415 -0.96983 0.82950
13 C 0.44408 -0.49887 -0.43632
14 N -1.72927 -1.40438 0.65974
15 C -1.99057 -2.72905 1.28851
16 C -2.71122 -3.92537 0.51633
17 C -2.97233 -5.30502 1.26493
18 N -3.66201 -6.42261 0.48030
19 C -2.55859 -5.56300 2.73587
20 C -1.83815 -4.39486 3.50758
21 C -1.56059 -3.04463 2.78268
22 S -0.66302 -1.62789 3.63654
23 H 5.51726 -4.33030 1.97752
24 H 4.27292 -5.54686 1.27212
25 H 5.58301 -4.75565 0.17400
26 H 3.78269 -3.09546 -1.98482
27 H 2.26543 -2.49384 -1.12598
28 H 4.70469 -0.62719 -2.15226
29 H 3.31681 -1.00637 -3.28346
30 H 1.96149 0.66968 -2.36920
31 H 3.39691 1.26824 -1.38866
32 H 3.75333 0.29408 1.22053
33 H 2.38515 -0.52805 3.47000
34 H -0.11269 -0.51881 -1.43530
35 H -2.03103 -1.38347 -0.32737
36 H -2.99476 -3.72493 -0.57070
37 H -4.30981 -5.91277 -0.16712
38 H -2.89745 -6.75534 -0.15604
39 H -2.73212 -6.54207 3.30946
40 H -1.49922 -4.54627 4.59367
41 Li 0.77709 -3.59141 2.93609
42 Br 4.59826 -6.78248 2.58708
43 Al -5.70697 -6.60952 -0.15265
44 N 3.53491 4.75506 2.65290
45 S 3.18970 3.22320 2.56969
46 O 1.97489 2.78067 3.22008
47 O 4.29384 2.28684 2.57592
48 F 2.74597 3.14070 1.03296
49 S 3.94817 5.18187 4.10933
50 O 3.95883 6.61735 4.31573
51 O 5.04379 4.48071 4.73900
52 F 2.70041 4.75117 5.00430
53 C -4.73043 0.72494 -6.18487
54 C -3.48999 0.73915 -5.26783
55 C -2.62267 1.97855 -5.58684
56 C -3.21109 3.31591 -5.14647
57 C -4.13886 3.20687 -3.93960
58 C -3.90731 1.96199 -3.05373
59 N -4.03054 0.76756 -3.89717
60 O -3.86727 -0.39842 -3.20313
61 C -5.04833 1.95494 -2.00949
62 C -2.57061 2.10290 -2.29985
63 C -2.62797 -0.48767 -5.64133
64 H -5.34212 -0.16357 -6.00539
65 H -4.44423 0.71748 -7.24279
66 H -5.36806 1.59835 -6.02552
67 H -1.64209 1.86421 -5.11230
68 H -2.41291 2.02597 -6.66282
69 H -2.38927 4.00398 -4.92179
70 H -3.76102 3.77121 -5.97637
71 H -4.05912 4.12285 -3.34383
72 H -5.17198 3.19433 -4.30810
73 H -6.02098 1.81082 -2.49138
74 H -5.09032 2.90662 -1.46581
75 H -4.92107 1.16256 -1.26250
76 H -2.56907 3.01388 -1.69110
77 H -1.70760 2.16270 -2.96713
78 H -2.40040 1.26596 -1.61705
79 H -2.32254 -0.43835 -6.69214
80 H -3.17194 -1.42741 -5.51813
81 H -1.71575 -0.53489 -5.03888
82 C 5.77761 9.89320 5.67631
83 C 4.73616 10.01130 4.57790
84 O 4.00646 11.20539 4.88782
85 S 5.00577 12.26586 5.59966
86 O 5.47136 13.18686 4.60200
87 O 4.40872 12.69372 6.83175
88 O 6.20965 11.23461 5.93685
89 H 5.33888 9.49284 6.59533
90 H 6.62160 9.27109 5.37646
91 H 4.06986 9.14953 4.54209
92 H 5.20741 10.14646 3.60060
93 C -5.17074 -1.75580 1.03961
94 C -6.62384 -1.45038 0.70362
95 O -7.40179 -2.43230 0.73282
96 O -6.86205 -0.23963 0.43473
97 H -5.02961 -2.81554 1.26169
98 H -4.53058 -1.49057 0.19320
99 H -4.86122 -1.17544 1.91262
100 Cs -7.47104 0.72094 -1.84564
101 C 0.74155 -6.78299 -0.63404
102 C 0.83049 -8.17562 0.02167
103 C 2.25062 -8.74214 -0.19482
104 O -0.03341 -8.97917 -0.59585
105 H 0.94125 -6.81573 -1.71077
106 H -0.24864 -6.33589 -0.48821
107 H 1.47646 -6.10286 -0.18610
108 H 0.73532 -8.00588 1.10781
109 H 2.50388 -8.84233 -1.25599
110 H 2.36436 -9.72560 0.27142
111 H 2.99613 -8.07778 0.25764
112 O 6.80720 7.76481 3.81005
113 H 6.56007 6.93773 4.20742

Forces on atoms 1 to 3 (eV/Å):
0.03 1.72 -1.21
-2.60 -0.49 1.32
3.91 -0.02 -1.49

=====

(2)
The following is a quantum chemistry calculation of a molecular structure, C33H51B3FN7O6S in a non-equilibrium geometry, from the OMol25 dataset.

## Properties
Multiplicity = 1
Highest occupied orbital energy = -8.009 eV

Positions of all 102 atoms, in Å:
1 C 9.30264 -1.06382 -0.18950
2 C 7.98126 -1.21436 -0.93556
3 C 6.78815 -0.64288 -0.18766
4 N 6.57351 0.79704 -0.50096
5 B 5.24671 1.20871 -0.11350
6 O 4.61373 0.79484 1.06271
7 B 3.38592 0.19709 0.82112
8 C 2.52623 -0.47829 1.91608
9 C 1.40058 -1.36570 1.35739
10 C 0.01747 -0.73553 1.50278
11 C -1.07263 -1.64591 0.89501
12 C -1.83951 -1.00006 -0.25782
13 O -1.18096 -1.27651 -1.48269
14 C -2.08607 -1.47759 -2.55984
15 O 2.94251 0.30844 -0.51977
16 B 3.20788 1.58373 -0.93474
17 S 1.71665 2.68213 -1.34375
18 O 0.86364 2.01164 -2.26654
19 O 2.14121 4.01208 -1.59797
20 F 0.94181 2.67729 0.02786
21 O 4.46994 2.03748 -0.95889
22 H 10.12040 -1.38901 -0.82940
23 H 9.49227 -0.03391 0.10586
24 H 9.30077 -1.70897 0.68629
25 H 8.02581 -0.77857 -1.93171
26 H 7.79401 -2.27897 -1.08806
27 H 5.89545 -1.18619 -0.50302
28 H 6.88532 -0.81941 0.88644
29 H 7.24116 1.33496 0.04869
30 H 3.19498 -1.05704 2.55448
31 H 2.12262 0.32077 2.54549
32 H 1.56877 -1.62539 0.31364
33 H 1.38704 -2.29782 1.92301
34 H -0.17474 -0.57883 2.56349
35 H -0.00937 0.22661 0.98856
36 H -1.79091 -1.94946 1.65326
37 H -0.56914 -2.51700 0.48016
38 H -2.86615 -1.37220 -0.28534
39 H -1.87318 0.08661 -0.11628
40 H -2.60658 -2.43004 -2.42928
41 H -1.50412 -1.48363 -3.47406
42 H -2.83274 -0.68295 -2.59242
43 N -3.29866 3.16374 0.86637
44 C -4.06873 4.23885 1.21013
45 C -3.22919 5.30036 1.42623
46 C -1.90083 4.84438 1.20449
47 C -1.97743 3.52272 0.85889
48 H -3.64964 2.24901 0.65262
49 H -5.14090 4.15677 1.26733
50 H -3.52742 6.29731 1.70860
51 H -0.99481 5.42077 1.28664
52 H -1.21598 2.81101 0.61073
53 N 1.60744 -6.46059 -0.83118
54 C 2.59231 -5.66548 -1.34899
55 C 2.02552 -4.46838 -1.69839
56 C 0.64300 -4.54353 -1.37774
57 C 0.41831 -5.78320 -0.84307
58 H 1.73674 -7.39695 -0.49669
59 H 3.60633 -6.01795 -1.42589
60 H 2.54149 -3.63091 -2.13731
61 H -0.09696 -3.77244 -1.52228
62 H -0.48233 -6.24076 -0.47341
63 N -6.82450 6.02058 2.51141
64 C -7.54487 5.69961 1.39332
65 C -8.85192 5.53994 1.76918
66 C -8.92185 5.77685 3.16896
67 C -7.65499 6.07228 3.59626
68 H -5.83549 6.19039 2.53220
69 H -7.06885 5.61474 0.43130
70 H -9.66746 5.28374 1.11423
71 H -9.80106 5.73575 3.78940
72 H -7.27600 6.31330 4.57423
73 N -3.35771 -7.20523 0.05394
74 C -4.48270 -7.56874 0.74320
75 C -5.32602 -8.19464 -0.13424
76 C -4.68322 -8.21084 -1.40234
77 C -3.47050 -7.59432 -1.25381
78 H -2.57185 -6.72461 0.44894
79 H -4.58597 -7.35197 1.79227
80 H -6.29595 -8.59670 0.10481
81 H -5.06798 -8.62754 -2.31766
82 H -2.68310 -7.39972 -1.96195
83 N 4.12498 5.08757 4.29908
84 C 3.25433 4.27337 4.96939
85 C 3.04112 3.16347 4.19729
86 C 3.81696 3.31436 3.01489
87 C 4.47289 4.51281 3.10817
88 H 4.45518 5.97481 4.62935
89 H 2.86267 4.55163 5.93229
90 H 2.40054 2.33556 4.45195
91 H 3.88450 2.62301 2.19541
92 H 5.15240 5.00298 2.43242
93 N -1.43136 0.97859 -4.42703
94 C -0.63390 0.72465 -5.50562
95 C -1.42644 0.23118 -6.50884
96 C -2.75792 0.18939 -6.01301
97 C -2.72577 0.65843 -4.72593
98 H -1.10517 1.33907 -3.54632
99 H 0.42446 0.91550 -5.46675
100 H -1.09044 -0.06491 -7.48831
101 H -3.63593 -0.14409 -6.54028
102 H -3.51216 0.79230 -4.00304

Forces on atoms 1 to 3 (eV/Å):
-0.14 -0.13 -0.38
0.00 -0.28 0.12
-0.10 0.07 -0.22

=====

(3)
The following is a quantum chemistry calculation of 8 unconnected molecules or ions with the total composition C33H51Br2N3O4 in a non-equilibrium geometry, from the OMol25 dataset.

## Properties
Multiplicity = 1
Highest occupied orbital energy = -9.348 eV
SMILES = c1ccncc1.c1ccncc1.c1ccncc1.C1CCOC1.C1CCOC1.C1CCOC1.C1CCOC1.BrCCBr

Positions of all 93 atoms, in Å:
1 Br -14.80677 14.85523 10.08097
2 C -16.65262 14.08646 10.14089
3 C -17.38491 14.80429 11.37255
4 Br -19.27557 14.44398 11.24409
5 H -16.43161 13.01935 10.16400
6 H -17.08955 14.42429 9.20117
7 H -17.27345 15.88205 11.25378
8 H -17.03144 14.51367 12.36184
9 N -16.22816 14.07266 5.95416
10 C -16.16031 14.30048 4.58367
11 C -17.06902 13.84511 3.71860
12 C -18.20683 13.08405 4.18213
13 C -18.30313 12.87207 5.58741
14 C -17.33802 13.41416 6.38695
15 H -15.38754 14.93224 4.17120
16 H -17.04846 14.05847 2.66008
17 H -19.00239 12.57791 3.65552
18 H -19.02819 12.22429 6.05759
19 H -17.32686 13.07839 7.41336
20 N -10.86002 13.64421 5.81716
21 C -11.94375 14.50360 6.06549
22 C -12.88776 14.09222 7.00731
23 C -12.59837 13.06009 7.84716
24 C -11.38945 12.28552 7.69760
25 C -10.60519 12.56165 6.60772
26 H -11.98756 15.38074 5.43692
27 H -13.75595 14.70745 7.19209
28 H -13.33303 12.83107 8.60493
29 H -11.14618 11.53562 8.43576
30 H -9.71819 12.04272 6.27552
31 N -12.64124 16.29723 15.91682
32 C -13.51094 15.24622 15.92672
33 C -14.31445 14.89091 14.82362
34 C -14.09342 15.63537 13.69199
35 C -13.19511 16.72725 13.59307
36 C -12.49906 17.04174 14.79125
37 H -13.48183 14.57296 16.77069
38 H -14.91975 13.99654 14.81261
39 H -14.61577 15.26950 12.82038
40 H -13.12553 17.37925 12.73492
41 H -11.66299 17.72263 14.85270
42 C -8.97198 15.00315 10.36313
43 C -10.40517 14.76940 9.88410
44 C -11.16623 15.83682 10.67208
45 O -10.40463 16.20109 11.74216
46 C -9.00592 16.14795 11.36477
47 H -8.35545 15.18718 9.48329
48 H -8.52577 14.10828 10.79696
49 H -10.76175 13.77232 10.14254
50 H -10.52795 15.09138 8.85001
51 H -12.11301 15.42254 11.01858
52 H -11.52966 16.71529 10.13888
53 H -8.46023 15.98898 12.29486
54 H -8.81865 17.12665 10.92299
55 C -21.75444 13.43469 15.39940
56 C -21.75085 13.58250 13.83174
57 C -22.47665 14.82635 13.57308
58 O -22.63848 15.34303 14.89013
59 C -21.66323 14.88304 15.80871
60 H -20.88079 12.86981 15.72457
61 H -22.69160 13.03179 15.78348
62 H -22.23156 12.70041 13.40874
63 H -20.75154 13.46383 13.41291
64 H -23.46230 14.53745 13.20820
65 H -21.95326 15.47525 12.87087
66 H -22.06510 15.07161 16.80422
67 H -20.75061 15.47604 15.74888
68 C -19.11472 17.81201 14.89277
69 C -17.73511 18.39341 15.23980
70 C -16.85252 18.28776 14.01434
71 O -17.42640 17.05952 13.43424
72 C -18.67967 16.69579 14.00165
73 H -19.73427 18.61767 14.49886
74 H -19.69716 17.41692 15.72511
75 H -17.27735 17.70028 15.94557
76 H -17.75438 19.41247 15.62611
77 H -15.78287 18.23620 14.21750
78 H -17.01697 19.11690 13.32616
79 H -18.71059 15.80032 14.62236
80 H -19.48501 16.48403 13.29832
81 C -18.16968 17.51004 9.03480
82 C -17.13730 18.24489 9.83335
83 C -17.58161 19.66048 9.83924
84 O -19.04586 19.39503 9.66752
85 C -19.46859 18.11692 9.34384
86 H -18.15742 16.44811 9.28027
87 H -18.02461 17.79520 7.99281
88 H -16.18080 18.22075 9.31121
89 H -17.12280 17.90581 10.86917
90 H -17.19101 20.10181 8.92231
91 H -17.26121 20.18201 10.74116
92 H -20.22125 18.02831 8.56042
93 H -19.88415 17.56935 10.18976

Forces on atoms 1 to 3 (eV/Å):
-0.50 -0.11 0.00
0.34 1.56 1.24
1.07 -0.79 -1.66